(w)
18
Properties=species:S:1:pos:R:3 method="wB97M-V/def2-TZVPD" homo_energy_ev=-8.9241 multiplicity=1 charge=0 lumo_energy_ev=0.8237
C 1.80148 0.16153 0.35217
C 0.42533 -0.17066 0.35842
C -0.98905 -0.68602 -0.79689
C -1.67152 -0.82268 0.62376
C -0.59220 -0.42678 1.26042
C -0.34398 0.45249 -0.67393
H 1.87417 0.48310 -0.99968
H 2.80194 -0.81191 0.31709
H 2.36641 0.70646 1.28463
H 1.01947 -1.58473 -1.41482
H -1.73230 -0.96067 -1.51462
H -2.73370 -1.21677 0.63118
H -0.52873 -0.15442 2.26530
H 0.38205 0.76231 -1.37456
H -1.23021 1.68435 0.57911
H -0.22739 2.42562 -0.08092
N 0.32293 -1.51501 -0.53286
N -0.94472 1.67379 -0.28380

=====

(x)
18
Properties=species:S:1:pos:R:3 method="wB97M-V/def2-TZVPD" homo_energy_ev=-8.7793 smiles="C1=CC2(CNC2)NC1" multiplicity=1 charge=0 lumo_energy_ev=0.9955
C -0.00494 -0.97573 -1.92909
C -0.40606 -1.20383 -0.66919
C -0.16058 0.01202 0.19017
C 0.87865 -0.10428 1.39050
N -0.01654 0.66787 2.23537
C -1.19306 0.40471 1.26555
N -0.02841 1.09800 -0.85605
C 0.52284 0.41224 -2.06741
H -0.12739 -1.65642 -2.77684
H -0.78375 -2.10326 -0.36580
H 1.86529 0.35843 1.43589
H 0.91160 -1.19469 1.81619
H -0.18823 0.33537 3.19303
H -1.84630 1.23305 1.12865
H -1.80726 -0.52385 1.50475
H 0.67101 1.81750 -0.47294
H 1.58410 0.41930 -2.10024
H 0.12902 1.00360 -2.92256

=====

(y)
18
Properties=species:S:1:pos:R:3 method="wB97M-V/def2-TZVPD" homo_energy_ev=-7.9595 smiles="C=C(/C=C/C)/C=N/N" multiplicity=1 charge=0 lumo_energy_ev=-0.0332
C -0.08421 0.08351 2.68790
C -0.49205 -0.13561 1.29986
C -0.18919 -1.19024 0.36364
C 0.20569 -1.17147 -0.97978
C 0.63232 -2.20492 -1.74557
C -0.57806 1.25124 0.69985
N -0.72373 1.65660 -0.57250
N -0.61909 2.96132 -0.89336
H 0.62872 -0.64794 3.46999
H 0.08308 1.04255 3.22375
H -0.11242 -2.22570 0.51839
H 0.34281 -0.39412 -1.72975
H 1.64158 -2.26796 -2.28611
H 0.17337 -2.48915 -2.64668
H 0.39958 -3.19785 -1.06344
H -0.82602 2.20180 1.35609
H -0.78897 3.57537 -0.08669
H 0.30658 3.15256 -1.61560

=====

Pick the least stable structure from those above. Pick: (w)